Molecular formula: C4H11NO
Method: DFT, ωB97M-V/def2-TZVPD

Each atom is followed by the atoms it is bonded to, with distances in Å.
CARTESIAN COORDINATES (ANGSTROEM)
1 O 1.43368 1.29678 0.66509  C6 1.396, H12 0.965
2 N 0.81121 -0.90962 0.30451  C5 1.443, C6 1.424, H10 1.017
3 C 0.46775 0.78561 -1.42365  C6 1.516, H9 1.086, H11 1.089, H16 1.086
4 C -1.12311 0.75571 0.71250  C6 1.775, H8 1.089, H15 1.089, H17 1.092
5 C -0.22213 -1.85194 -0.05280  N2 1.443, H7 1.088, H13 1.191, H14 1.090
6 C 0.49891 0.45705 0.05639  O1 1.396, N2 1.424, C3 1.516, C4 1.775
7 H -0.32987 -1.88858 -1.13493  C5 1.088
8 H -2.03825 0.35145 0.28263  C4 1.089
9 H 0.33405 1.85769 -1.53740  C3 1.086
10 H 1.05942 -1.03644 1.28292  N2 1.017
11 H 1.41752 0.50561 -1.87768  C3 1.089
12 H 1.46039 1.10712 1.61058  O1 0.965
13 H -1.19461 -1.32556 0.38973  C5 1.191
14 H 0.03883 -2.83286 0.34324  C5 1.090
15 H -1.24170 1.82014 0.51458  C4 1.089
16 H -0.33719 0.26306 -1.93107  C3 1.086
17 H -1.03490 0.64479 1.79537  C4 1.092

## Properties
multiplicity: 1
total charge: 0
energy relative to the best compared isomer or geometry (same formula, charge and spin): 1.7904 eV
SMILES string: CNC(C)(C)O

Taken from the Löwdin analysis, the atomic charges in e are:
1 O 0.008
2 N -0.088
3 C -0.026
4 C -0.029
5 C -0.115
6 C -0.613
7 H 0.071
8 H 0.048
9 H 0.085
10 H 0.113
11 H 0.089
12 H 0.098
13 H 0.090
14 H 0.081
15 H 0.052
16 H 0.076
17 H 0.061